{"formula": "C41H81F15O31S7", "method": "ωB97M-V with the def2-TZVPD basis set", "symbols": ["O", "S", "O", "O", "C", "C", "C", "H", "H", "H", "H", "H", "H", "H", "H", "O", "S", "O", "O", "C", "C", "C", "H", "H", "H", "H", "H", "H", "H", "H", "O", "S", "O", "O", "C", "C", "C", "H", "H", "H", "H", "H", "H", "H", "H", "O", "S", "O", "O", "C", "C", "C", "H", "H", "H", "H", "H", "H", "H", "H", "O", "S", "O", "O", "C", "C", "C", "H", "H", "H", "H", "H", "H", "H", "H", "O", "S", "O", "O", "C", "C", "C", "H", "H", "H", "H", "H", "H", "H", "H", "O", "S", "O", "O", "C", "C", "C", "H", "H", "H", "H", "H", "H", "H", "H", "C", "C", "O", "C", "O", "C", "F", "F", "F", "H", "H", "H", "H", "H", "C", "C", "O", "C", "O", "C", "F", "F", "F", "H", "H", "H", "H", "H", "C", "C", "O", "C", "O", "C", "F", "F", "F", "H", "H", "H", "H", "H", "C", "C", "O", "C", "O", "C", "F", "F", "F", "H", "H", "H", "H", "H", "C", "C", "O", "C", "O", "C", "F", "F", "F", "H", "H", "H", "H", "H"], "xyz": [[-0.3671, 3.6088, 1.8239], [-1.1063, 3.1585, 2.9696], [-0.8445, 3.8323, 4.1941], [-2.6174, 3.2694, 2.5518], [-3.6876, 3.6525, 3.5447], [-4.3939, 2.3580, 3.9474], [-0.8167, 1.4757, 3.0921], [-4.2128, 4.5580, 3.2502], [-3.1816, 3.9804, 4.4955], [-5.3258, 2.5484, 4.4922], [-3.6629, 1.7959, 4.5741], [-4.6993, 1.8489, 3.0486], [-0.6834, 1.0487, 2.1534], [-1.7183, 1.0889, 3.5517], [-0.0201, 1.4200, 3.8046], [1.5067, -3.6888, -4.6830], [2.3981, -2.8610, -3.9188], [2.1197, -2.7412, -2.4536], [3.8555, -3.3780, -4.0018], [4.3254, -4.0893, -5.2203], [4.5662, -5.5460, -4.8532], [2.4615, -1.3415, -4.7454], [5.2431, -3.6431, -5.5886], [3.5158, -4.0861, -5.9990], [4.9652, -6.1545, -5.6625], [3.6745, -6.0298, -4.4148], [5.3030, -5.6260, -4.0812], [3.1120, -0.6580, -4.1796], [1.5141, -0.8042, -4.7627], [2.7632, -1.5008, -5.7948], [-0.0811, 1.8988, -5.9933], [-1.2479, 2.6149, -5.5155], [-2.0309, 3.2763, -6.5180], [-2.1045, 1.5487, -4.8316], [-3.5390, 1.6744, -4.7568], [-4.2931, 0.3815, -4.4305], [-0.8537, 3.7061, -4.2513], [-3.9767, 2.0730, -5.7002], [-3.7171, 2.4655, -4.0212], [-4.1601, -0.0577, -3.4290], [-4.0707, -0.3621, -5.1568], [-5.3511, 0.5908, -4.5280], [-0.3916, 3.1125, -3.4761], [-1.7733, 4.1521, -3.8582], [-0.2010, 4.4678, -4.7394], [-2.7308, 4.9814, -1.5449], [-1.8022, 6.1013, -1.4537], [-1.4661, 6.8523, -2.6188], [-2.2912, 7.1462, -0.3706], [-3.1637, 6.8104, 0.7688], [-3.8336, 7.9838, 1.2856], [-0.3710, 5.4665, -0.7106], [-2.5408, 6.2762, 1.5135], [-3.8965, 6.0683, 0.4329], [-4.6454, 8.2393, 0.6339], [-3.1494, 8.8605, 1.4722], [-4.3506, 7.6452, 2.1954], [-0.6513, 5.2314, 0.3186], [0.4590, 6.1834, -0.5770], [-0.1240, 4.6184, -1.3423], [4.5522, 3.6654, 2.6241], [3.3376, 3.0143, 2.2534], [3.3694, 1.6098, 2.0305], [2.3112, 3.2624, 3.3814], [2.4114, 4.5035, 4.1628], [3.6015, 4.4592, 5.1098], [2.6400, 3.8048, 0.8729], [1.5304, 4.5503, 4.7766], [2.4253, 5.3802, 3.4865], [3.5951, 3.5036, 5.6883], [3.5670, 5.3705, 5.6746], [4.5091, 4.4288, 4.5341], [3.2778, 3.5446, 0.0173], [2.6967, 4.8494, 1.0949], [1.5753, 3.4664, 0.8141], [0.8320, 2.6760, -1.7548], [1.1597, 1.2679, -1.8938], [2.5186, 0.9696, -2.2341], [0.7382, 0.6409, -0.5753], [1.3004, -0.6715, -0.1267], [0.1405, -1.5561, 0.2943], [0.1090, 0.5151, -3.1546], [2.0768, -0.3593, 0.5931], [1.7297, -1.1057, -1.0181], [-0.4017, -1.8642, -0.5833], [-0.5663, -1.0367, 0.9527], [0.5690, -2.4739, 0.7592], [0.3089, 0.9235, -4.1482], [-0.9252, 0.6532, -2.9163], [0.3544, -0.5098, -3.1285], [4.0580, -2.3311, 7.0913], [5.0336, -1.3543, 6.6570], [6.3896, -1.8301, 6.6312], [4.7465, -0.8229, 5.3090], [3.4333, -0.3604, 4.8438], [2.9772, -1.2973, 3.7820], [4.9093, 0.0470, 7.7638], [3.6786, 0.5842, 4.4192], [2.6732, -0.2422, 5.6664], [2.6885, -2.2841, 4.1522], [3.8171, -1.4117, 3.1109], [2.0849, -0.8935, 3.2769], [3.9113, 0.4376, 7.8209], [5.6949, 0.7974, 7.5285], [5.2320, -0.3320, 8.7454], [-0.8619, -6.9270, -6.0173], [-0.1734, -5.5524, -6.0775], [-1.0907, -4.4975, -5.6643], [-1.2337, -4.4201, -4.3427], [-0.9638, -5.2970, -3.5672], [-1.9025, -3.1390, -3.9187], [-3.2391, -3.3801, -3.5824], [-1.3179, -2.5632, -2.8584], [-2.0273, -2.3016, -4.9511], [-0.7602, -7.3778, -5.0508], [-0.5479, -7.6724, -6.7963], [-1.9466, -6.8045, -6.2140], [-0.0145, -5.3115, -7.1330], [0.7092, -5.4626, -5.4220], [-2.5821, 1.6978, -0.7364], [-4.0989, 1.5929, -0.7006], [-4.6978, 2.6175, -1.5414], [-5.2633, 3.6791, -1.0021], [-5.1953, 3.9732, 0.1756], [-6.0760, 4.4781, -2.0280], [-7.3327, 3.9829, -1.9730], [-6.1566, 5.7849, -1.6867], [-5.6884, 4.4206, -3.2619], [-2.0550, 0.8305, -0.3151], [-2.2493, 2.4955, -0.0756], [-2.1536, 1.9229, -1.6971], [-4.4458, 1.6666, 0.3334], [-4.4791, 0.6564, -1.1250], [1.1486, -6.2321, 4.0658], [1.3167, -5.9544, 2.6097], [0.1303, -6.4500, 1.9012], [-0.7724, -5.5591, 1.7837], [-0.7985, -4.3981, 2.1034], [-1.9819, -6.2017, 1.1141], [-2.9545, -5.3095, 1.0252], [-1.6088, -6.6070, -0.1003], [-2.4441, -7.2282, 1.8155], [2.0576, -6.0188, 4.6547], [1.0654, -7.3267, 4.2483], [0.2928, -5.6623, 4.4692], [2.1114, -6.5895, 2.1990], [1.4955, -4.8913, 2.3592], [-4.5066, -2.3942, -0.0106], [-5.1633, -2.2626, 1.3905], [-4.2603, -2.5456, 2.4990], [-3.3112, -1.6098, 2.6946], [-3.2519, -0.5667, 2.0674], [-2.5150, -2.0242, 3.9731], [-3.2948, -1.5482, 4.9752], [-2.4444, -3.3211, 4.1824], [-1.3289, -1.3985, 4.1378], [-5.2590, -2.2980, -0.8263], [-4.0119, -3.3435, -0.1862], [-3.7234, -1.6504, -0.2068], [-5.9220, -3.0295, 1.5459], [-5.4976, -1.2206, 1.4504], [6.1027, 0.4569, 0.7722], [4.9838, -0.0247, -0.1759], [5.3448, -1.3537, -0.7118], [4.7314, -2.2860, -0.0476], [3.8769, -2.1739, 0.8337], [5.3374, -3.6948, -0.4561], [5.9952, -3.7032, -1.6266], [6.2163, -4.0116, 0.4699], [4.3909, -4.6145, -0.3928], [6.1058, 1.5289, 0.8601], [7.0514, 0.0439, 0.5027], [5.9324, 0.0137, 1.7834], [4.9143, 0.6948, -1.0487], [3.9841, -0.0184, 0.2150]], "atomic_forces_ev_per_a": [[-0.2, 0.1, -0.2], [0.6, 1.4, -1.7], [-0.4, 0.0, 1.0], [-1.3, 0.8, 0.7], [1.8, -0.5, 2.1], [0.0, 0.8, -0.2], [-1.3, 0.2, 2.1], [-0.3, -0.6, -0.9], [0.0, -0.1, -1.1], [0.4, 0.1, 0.2], [-0.9, 0.0, -0.6], [0.1, -0.6, -0.2], [0.5, -0.7, -1.5], [0.0, -0.5, 0.1], [0.8, -0.5, 0.1], [0.3, 0.0, 0.0], [-1.8, -0.3, 3.5], [0.8, 0.2, -3.6], [1.1, -0.5, -0.8], [-1.3, -1.2, -0.4], [-0.4, -0.2, 0.7], [0.5, 1.6, -0.1], [-0.1, 0.5, 0.2], [0.8, 0.5, 0.7], [-0.3, 0.2, -0.4], [0.2, 0.3, -0.5], [0.6, 0.2, 0.6], [0.2, -0.3, -0.4], [-0.2, -0.7, 0.0], [0.1, 0.0, 0.6], [-0.4, 0.6, 0.9], [0.9, 0.2, -3.3], [-0.1, 0.2, 0.3], [-1.2, -2.1, 0.8], [-1.5, 1.0, 0.0], [0.5, 0.5, 0.7], [0.2, 0.8, -0.1], [0.8, -0.4, 0.4], [-0.2, -0.3, 0.2], [0.3, 0.4, -0.3], [0.3, -0.7, -0.6], [-0.2, 0.2, 0.0], [0.5, 0.3, 0.2], [0.1, 0.1, -0.2], [-0.4, -0.5, 0.8], [0.4, 1.0, 0.0], [-0.5, -0.3, 0.4], [-0.2, 0.0, -0.1], [-0.6, 0.4, 0.0], [1.3, -2.8, -0.9], [-0.2, 1.6, 1.1], [0.5, 0.5, 0.7], [0.0, 0.5, -0.2], [0.1, 0.1, -0.1], [-0.2, 0.6, -0.6], [-0.8, -0.9, -0.1], [0.4, 0.4, 0.1], [0.0, -0.7, -0.3], [-0.5, -0.1, -0.7], [0.4, -0.2, 0.4], [0.7, 0.2, -0.5], [0.9, 0.1, -0.3], [-0.3, -0.8, -0.1], [-1.0, 0.3, 1.1], [0.6, 0.1, 0.1], [-0.1, -1.0, -0.7], [-0.7, -0.8, -0.2], [-0.7, -0.2, -0.3], [0.1, -0.5, 0.2], [-0.3, 1.0, 0.0], [0.1, 0.2, 0.8], [0.3, 0.2, 0.1], [-0.5, 0.1, 0.1], [-0.1, 0.8, -0.1], [1.0, 0.3, -0.3], [-0.1, -1.0, -0.1], [-0.2, 2.1, -1.9], [0.3, -0.5, 0.1], [-0.6, -0.8, 1.2], [-0.2, 0.6, -0.4], [0.8, 0.0, 0.7], [0.6, 1.0, 0.7], [-0.7, -0.7, -0.1], [0.6, -0.2, 0.1], [-0.2, -0.1, -0.4], [0.3, -0.2, 0.2], [-0.5, 0.7, -0.1], [0.3, 0.1, 0.3], [-0.5, 0.1, 0.3], [0.1, -1.3, 0.1], [-0.2, 1.0, -0.5], [1.0, -2.8, 4.2], [-0.3, 0.8, -0.1], [-0.9, 1.4, -3.0], [-0.8, -0.3, 1.0], [-0.5, -0.4, -0.2], [1.7, -0.2, 0.3], [-0.1, 0.9, -0.3], [1.1, -0.2, -0.5], [0.2, 0.1, 0.2], [-0.2, -0.1, -0.5], [0.5, 0.0, -0.1], [-0.4, 0.2, -0.1], [-0.8, -0.3, -0.3], [-0.4, -0.1, -0.3], [-0.6, -0.3, -0.9], [-0.6, -0.8, -0.4], [0.3, 0.3, 0.7], [0.3, -1.8, -0.4], [0.0, 0.7, 0.2], [-2.6, 0.8, 0.0], [1.6, -0.2, 0.2], [-0.2, -0.2, -0.8], [0.8, 0.5, 0.5], [0.1, -0.2, 0.5], [0.2, 0.9, 0.6], [0.5, 0.1, 0.2], [0.5, 0.2, 0.4], [-0.4, -0.3, -0.7], [0.3, 0.2, 1.0], [0.4, -0.3, 0.0], [-0.4, -0.1, -0.5], [1.3, -0.2, 2.0], [-0.5, 0.0, -1.4], [-1.2, 1.1, 1.1], [-0.1, -0.1, 0.1], [0.2, -0.7, 0.1], [0.8, -0.4, -1.2], [-0.5, -0.2, -0.3], [-0.1, 0.4, 0.0], [-0.2, 0.0, -0.6], [-0.1, 0.2, -0.2], [0.2, 0.2, 0.0], [0.2, -0.6, 1.2], [1.0, -0.5, -0.6], [2.1, -0.2, 0.7], [-2.2, 1.2, -0.3], [0.5, -0.1, 0.1], [0.2, 0.5, 0.0], [-0.5, 0.2, -0.4], [-0.4, -0.2, -0.3], [-0.1, -0.6, 0.1], [-0.3, 0.5, -0.4], [-0.6, 0.7, -0.3], [0.4, -0.4, 0.0], [-0.1, 0.4, 0.0], [-0.2, -0.7, 0.1], [0.0, -0.1, -0.3], [0.6, -0.1, -1.1], [1.1, 0.9, -0.3], [-1.1, 0.1, -1.2], [0.7, -1.3, 1.3], [-0.5, 1.1, 0.9], [-0.2, 0.3, 0.2], [0.7, 0.0, -0.5], [-0.5, -0.9, -0.7], [0.2, 0.0, 0.8], [-0.1, -0.4, 0.3], [-0.4, 0.1, 0.3], [-0.2, 0.5, -0.2], [-0.4, -0.4, 0.5], [-1.6, -1.5, 1.2], [1.3, 2.1, -1.7], [-0.7, 1.4, 0.6], [-1.2, -1.4, 1.1], [1.8, -0.6, -1.9], [-0.6, 1.1, 0.5], [-0.8, -0.1, 0.1], [1.1, -0.2, 0.9], [-0.4, -0.4, -0.8], [0.1, 0.3, 0.0], [0.7, 0.1, -0.7], [-0.1, 0.5, -0.5], [0.3, -1.2, 0.6], [0.0, -0.3, 0.5]], "lumo_ha": 0.0091, "e_tot_ha": -8228.52630, "total_charge": 0, "smiles": "CCOC(=O)C(F)(F)F.CCOC(=O)C(F)(F)F.CCOC(=O)C(F)(F)F.CCOC(=O)C(F)(F)F.CCOC(=O)C(F)(F)F.CCOS(C)(=O)=O.CCOS(C)(=O)=O.CCOS(C)(=O)=O.CCOS(C)(=O)=O.CCOS(C)(=O)=O.CCOS(C)(=O)=O.CCOS(C)(=O)=O", "relative_energy_ev": 0.000, "gap_ev": 10.746, "spin_multiplicity": 1}